Below is 6 unconnected molecules or ions with the total composition C43H56NO14S2 in a non-equilibrium geometry, with properties calculated with wB97M-V/def2-TZVPD.

Results
HOMO ... -2.4 eV
Gap between HOMO and LUMO ... 4.14 eV
Net charge ... -1
LUMO level ... 1.79 eV

```
116
Properties=species:S:1:pos:R:3:forces:R:3:lowdin_charge:R:1
C -0.75879 -4.45008 2.64766 0.195 0.501 -0.499 0.018
C -1.67711 -3.73239 3.60429 0.534 0.142 -0.010 -0.585
O -2.03435 -4.24469 4.62808 -0.531 -0.468 0.617 0.091
O -1.99838 -2.50526 3.21566 -0.083 -0.128 -0.641 -0.038
C -3.45228 -2.19767 3.24205 -0.413 0.852 0.506 -0.197
C -3.76287 -0.90718 2.55869 -0.526 -0.360 0.533 -0.298
C -3.39569 0.26396 3.47930 0.104 -0.386 -0.945 -0.222
C -2.29535 1.18133 2.91680 0.149 -0.192 1.257 -0.255
C -0.97135 0.44313 3.02698 -0.501 -0.267 -0.635 -0.465
S 0.49942 1.47464 2.74663 0.005 0.066 0.256 0.913
C 0.63223 2.03757 1.08067 -0.492 0.406 -0.412 -1.069
S 0.79980 3.64114 0.84819 0.416 0.179 0.107 0.673
N 0.69156 1.20664 -0.08069 0.227 -0.887 0.964 -0.104
C -0.43487 0.32706 -0.25361 -0.544 0.124 -0.285 -0.235
C -1.61282 0.90396 -0.72499 -0.218 0.109 -0.095 -0.010
C -2.74703 0.14416 -0.97749 0.272 -0.525 0.030 -0.073
C -2.70909 -1.22192 -0.72890 0.597 0.078 0.054 -0.082
C -1.53709 -1.79805 -0.24734 -0.192 0.009 -0.218 -0.089
C -0.39524 -1.04318 -0.02459 -0.014 0.120 -0.056 -0.020
C 1.97052 0.59606 -0.32192 0.162 0.045 -0.723 -0.238
C 2.28545 0.34430 -1.66138 0.047 -0.025 -0.127 -0.022
C 3.48178 -0.26808 -1.99542 0.082 -0.227 0.031 -0.090
C 4.39163 -0.64317 -1.01561 0.097 -0.003 0.651 -0.094
C 4.10013 -0.37621 0.31472 -0.584 0.205 -0.347 -0.068
C 2.89112 0.23559 0.65177 0.151 0.113 0.409 -0.034
C -5.27368 -0.90749 2.29328 0.717 0.165 -0.437 -0.219
C -5.62905 -0.16926 0.97507 -0.203 -0.431 1.348 -0.098
C -6.04863 -1.03988 -0.16659 0.478 0.562 -0.281 -0.536
O -6.27267 -0.60511 -1.26172 -0.476 0.123 -0.428 0.085
O -6.17217 -2.38894 0.04590 0.181 -0.237 -0.434 0.050
H 0.25679 -4.47079 3.03223 0.064 -0.177 0.227 0.084
H -1.11957 -5.45723 2.47619 0.030 -0.198 0.136 0.080
H -0.71979 -3.91159 1.70500 -0.021 -0.024 -0.104 0.050
H -3.95920 -3.03993 2.77038 0.024 -0.152 -0.087 0.107
H -3.74927 -2.17715 4.30832 0.266 -0.312 0.155 0.115
H -4.27318 0.88308 3.69907 -0.097 0.095 -0.011 0.096
H -3.05640 -0.14973 4.44346 0.108 0.241 0.179 0.101
H -2.51176 1.47404 1.89446 -0.046 0.131 -0.084 0.092
H -2.23659 2.04048 3.59379 0.059 0.393 -0.354 0.097
H -0.86677 0.12406 4.06289 0.356 0.048 0.135 0.077
H -1.01102 -0.46454 2.43249 0.206 0.034 -0.108 0.053
H -1.63846 1.96693 -0.92018 0.129 0.108 0.016 0.115
H -3.65602 0.57811 -1.36490 -0.030 0.212 -0.014 0.102
H -3.56299 -1.85781 -0.90877 -0.123 0.089 -0.065 0.093
H -1.54712 -2.86009 -0.04529 0.159 -0.056 0.074 0.092
H 0.52377 -1.49136 0.32739 0.014 -0.120 0.056 0.125
H 1.60161 0.60195 -2.46517 0.035 0.081 0.396 0.097
H 3.72297 -0.46665 -3.03130 -0.102 0.028 -0.114 0.105
H 5.31958 -1.14435 -1.23959 0.040 -0.035 -0.321 0.082
H 4.76424 -0.65426 1.11781 0.190 -0.049 0.013 0.103
H 2.69530 0.41837 1.69779 -0.117 0.042 0.048 0.068
H -5.86110 -0.42690 3.09244 0.008 -0.029 0.169 0.099
H -5.60722 -1.94460 2.26052 -0.356 0.013 -0.105 0.085
H -4.75216 0.41635 0.71456 -0.021 -0.008 -0.379 0.099
H -6.44055 0.53237 1.17016 -0.192 0.032 -0.306 0.105
H -5.29170 -2.70945 0.28979 -0.151 -0.037 0.570 0.097
O 4.91530 0.70747 4.59895 -0.118 -0.047 -0.002 0.116
C 4.66015 1.85431 4.37132 0.292 -0.041 -0.098 -0.490
O 3.57684 2.24215 3.66617 0.065 -0.057 0.051 -0.013
C 3.59284 3.66472 3.46015 -0.088 0.236 0.000 -0.166
C 4.48280 4.21437 4.56687 0.146 -0.009 0.046 -0.154
C 5.47741 3.07264 4.76641 -0.394 0.301 0.120 -0.077
H 3.99393 3.86413 2.46371 0.014 -0.024 -0.001 0.126
H 2.57314 4.03861 3.50793 -0.064 -0.177 -0.077 0.104
H 4.94162 5.16830 4.31314 -0.007 -0.022 -0.074 0.113
H 3.89732 4.35388 5.47711 -0.025 0.003 -0.018 0.117
H 6.33208 3.15001 4.09276 0.041 -0.064 0.030 0.129
H 5.81979 2.98677 5.79383 0.169 -0.153 -0.062 0.120
O -9.08855 1.78895 3.24843 0.084 -0.090 0.024 0.126
C -9.61036 1.17476 2.36722 -0.083 0.287 -0.023 -0.487
O -8.93040 0.35813 1.52871 -0.079 -0.007 0.090 0.016
C -9.80275 -0.15259 0.50912 -0.078 -0.121 -0.127 -0.151
C -11.20583 -0.03766 1.09093 -0.102 0.089 0.038 -0.158
C -11.07871 1.20036 1.97515 -0.037 -0.498 -0.117 -0.079
H -9.67176 0.45176 -0.39082 0.006 0.011 0.008 0.131
H -9.52152 -1.17873 0.28559 0.173 0.037 0.044 0.128
H -11.98090 0.03330 0.32966 0.053 0.025 -0.043 0.111
H -11.42168 -0.90953 1.71047 0.017 -0.015 -0.017 0.116
H -11.27392 2.12096 1.42338 0.002 0.053 0.070 0.128
H -11.71054 1.15427 2.85744 0.041 0.226 0.050 0.120
O 6.02385 -3.21410 -2.86461 -0.132 0.205 0.095 0.127
C 6.84126 -2.55893 -3.43719 -0.011 -0.434 -0.153 -0.490
O 6.73926 -1.21777 -3.60850 0.052 -0.064 0.019 0.014
C 7.82572 -0.74257 -4.42107 0.126 0.123 -0.065 -0.153
C 8.91916 -1.79380 -4.28860 0.047 -0.136 -0.038 -0.156
C 8.10543 -3.07260 -4.10228 0.334 0.499 0.108 -0.075
H 7.46883 -0.64232 -5.44863 -0.009 -0.022 0.001 0.126
H 8.13513 0.23481 -4.05887 -0.149 0.023 0.066 0.126
H 9.59849 -1.81554 -5.13870 -0.055 0.040 -0.038 0.113
H 9.50921 -1.60091 -3.39163 -0.004 0.025 -0.004 0.118
H 7.83535 -3.53206 -5.05403 -0.027 -0.075 0.036 0.129
H 8.60648 -3.79601 -3.46612 -0.176 -0.178 -0.055 0.124
O 1.19393 0.02090 -4.47139 -0.131 0.005 -0.227 0.101
C 0.69619 -1.06708 -4.38653 0.272 0.029 -0.170 -0.482
O 0.22890 -1.56244 -3.22950 -0.077 0.016 0.022 0.028
C -0.21016 -2.91813 -3.40183 -0.104 -0.211 -0.011 -0.143
C -0.49494 -3.05338 -4.89184 0.061 0.000 -0.132 -0.150
C 0.52641 -2.09038 -5.49471 -0.443 -0.165 0.126 -0.071
H 0.58918 -3.58358 -3.06710 0.031 0.028 -0.018 0.132
H -1.08774 -3.08465 -2.78408 0.027 0.162 0.111 0.114
H -0.41283 -4.07681 -5.25337 0.049 -0.012 0.056 0.113
H -1.50422 -2.69987 -5.10805 -0.006 -0.006 0.033 0.119
H 1.48979 -2.57044 -5.67442 0.034 0.064 -0.033 0.129
H 0.17162 -1.61539 -6.40508 0.211 0.086 -0.043 0.121
O 6.49879 5.62953 -2.11543 0.062 -0.005 0.126 0.100
C 5.67200 4.76362 -2.18197 0.054 0.061 -0.260 -0.498
O 5.74915 3.62383 -1.46428 -0.016 0.060 0.004 0.028
C 4.67483 2.72617 -1.83104 -0.198 -0.055 -0.004 -0.144
C 3.60424 3.62320 -2.43317 -0.037 0.104 -0.114 -0.145
C 4.43851 4.73467 -3.06654 -0.256 -0.250 0.368 -0.076
H 5.06359 1.99957 -2.54728 0.031 0.038 0.010 0.121
H 4.33293 2.19346 -0.94702 0.162 0.049 0.058 0.107
H 2.95217 3.10235 -3.13122 0.039 -0.076 0.028 0.117
H 2.98196 4.03798 -1.63963 -0.053 -0.071 0.036 0.098
H 4.74649 4.48921 -4.08456 0.039 0.086 -0.020 0.127
H 3.93623 5.69782 -3.05239 0.156 0.095 -0.148 0.121
```
Forces are in eV/Å.


Below is 15 unconnected molecules or ions with the total composition H30O15 in a non-equilibrium geometry, with properties calculated with wB97M-V/def2-TZVPD.

Results
HOMO ... -9.8 eV
Gap between HOMO and LUMO ... 8.92 eV
Relative energy (zero: lowest compared OMol25 entry of this formula, charge and spin) ... 181.8 kcal per mole
LUMO level ... -0.93 eV

```
45
Properties=species:S:1:pos:R:3:forces:R:3:nbo_charge:R:1
H -1.23385 0.31838 0.61175 -0.300 -0.834 0.474 0.461
H 0.20264 0.08953 0.07257 -1.360 -0.448 -0.178 0.441
H 0.15365 2.60171 -1.17447 2.132 1.013 -2.381 0.481
H 0.08488 2.23129 0.32572 -0.592 0.926 -1.644 0.478
H -4.31703 -2.52038 0.50209 -0.020 0.459 -1.997 0.487
H -3.92025 -1.77188 -0.87454 -0.385 -0.558 0.687 0.472
H -6.18085 2.71726 0.12397 0.094 0.212 -0.390 0.468
H -5.37935 1.58062 0.68677 0.194 1.170 -1.953 0.459
H 1.84102 -2.53012 -1.99204 0.664 2.731 0.687 0.494
H 1.71422 -0.98625 -1.36784 -0.121 -1.561 -0.458 0.457
H 4.41005 0.71166 -1.98142 1.748 0.584 2.161 0.454
H 3.98658 0.71093 -0.57360 0.947 0.236 0.342 0.448
H 3.35300 -2.33578 1.13298 0.194 0.094 1.508 0.480
H 2.60457 -1.13919 0.39444 1.868 -3.163 0.219 0.441
H -1.98268 -0.14872 -2.89386 0.270 -0.161 -0.323 0.462
H -1.73647 1.18070 -2.37526 -0.266 1.533 1.341 0.473
H -1.70628 -3.56678 0.67134 -1.651 -2.055 -0.891 0.475
H -0.66466 -3.38670 1.79892 -0.154 -0.324 0.012 0.485
H 1.27627 -0.27402 1.42382 0.881 -1.997 2.540 0.430
H 0.76223 -0.95664 2.68578 -0.452 -0.154 0.529 0.481
H -1.11289 3.62793 1.01554 -0.736 -0.293 1.953 0.507
H -1.43840 3.00986 2.52250 0.221 -0.365 -0.483 0.463
H 3.60674 1.20399 2.34329 -0.952 0.416 -0.285 0.457
H 5.00513 1.38574 2.85641 -0.817 -1.225 -0.308 0.472
H -2.17662 -1.16662 1.18464 -0.859 -0.505 1.716 0.481
H -3.08457 -0.58472 2.40117 0.334 -0.324 -0.524 0.467
H 1.76155 1.31583 -1.29619 0.525 1.152 -0.925 0.440
H 2.53202 1.45353 -2.58011 0.164 -0.207 -0.823 0.476
H -0.04746 -1.65502 -2.24423 0.646 0.992 -2.078 0.479
H -0.27488 -2.74094 -1.31546 -0.222 -0.160 0.693 0.469
O -0.56758 0.70308 0.04732 0.639 -6.840 2.204 -0.910
O -0.42790 2.47155 -0.48321 -0.701 6.518 1.451 -0.939
O -4.47477 -2.48142 -0.49226 0.510 0.113 1.388 -0.958
O -5.41276 2.18751 -0.12894 -0.290 -1.406 2.328 -0.927
O 2.08964 -1.54757 -2.06858 0.185 -0.978 -1.167 -0.950
O 4.81310 0.91874 -1.05350 -2.158 -0.958 -2.401 -0.902
O 3.08158 -2.04847 0.28304 -1.338 2.483 -1.579 -0.924
O -1.40429 0.61199 -3.03524 0.109 -1.346 -1.009 -0.935
O -1.13740 -2.97427 1.07616 2.334 1.654 0.385 -0.955
O 1.56599 -0.94890 2.16970 -0.921 2.482 -2.314 -0.914
O -1.43732 3.78531 1.96242 0.424 0.692 -1.528 -0.981
O 4.33049 0.68223 2.65144 1.771 0.811 0.616 -0.928
O -2.60350 -1.36727 2.06981 -0.142 1.278 -0.695 -0.955
O 2.20166 1.99757 -1.87380 -1.101 -0.930 1.546 -0.913
O -0.37172 -1.78698 -1.38495 -1.316 -0.758 1.554 -0.949
```
Forces are in eV/Å.


Below is a single C5H10O molecule in a non-equilibrium geometry, with properties calculated with wB97M-V/def2-TZVPD.

Results
SMILES ... C[C@H]1CCOC1
HOMO ... -9.6 eV
Gap between HOMO and LUMO ... 10.74 eV
Relative energy (zero: lowest compared OMol25 entry of this formula, charge and spin) ... 17.2 kcal per mole
LUMO level ... 1.13 eV

```
16
Properties=species:S:1:pos:R:3:forces:R:3:nbo_charge:R:1
C -1.55260 1.04729 0.32154 -0.106 -0.092 0.234 -0.605
C -0.55589 -0.02945 -0.08516 -0.142 -0.105 0.147 -0.233
C 0.71752 0.53419 -0.67846 -0.253 0.064 -0.137 -0.435
C 1.63107 -0.67411 -0.67209 -0.316 -0.304 0.436 -0.070
O 1.27700 -1.36620 0.60097 0.315 0.594 -0.789 -0.545
C -0.04836 -0.98076 1.01068 -0.274 0.421 -0.278 -0.063
H -2.00253 1.58881 -0.52490 0.275 -0.318 0.106 0.213
H -2.36749 0.59030 0.88330 -0.125 0.147 0.081 0.211
H -1.06453 1.79766 0.95527 -0.096 -0.166 0.017 0.206
H -0.98279 -0.66031 -0.88105 -0.116 0.133 0.210 0.192
H 0.35532 0.90008 -1.63549 0.877 0.192 -0.464 0.218
H 1.15712 1.35980 -0.09834 -0.270 -0.218 -0.058 0.204
H 2.70404 -0.40081 -0.75446 -0.579 -0.405 0.679 0.194
H 1.41770 -1.36282 -1.50127 -0.062 0.112 0.142 0.170
H -0.73017 -1.84776 1.09922 0.560 0.107 -0.042 0.177
H -0.03910 -0.47442 1.99363 0.312 -0.161 -0.283 0.167
```
Forces are in eV/Å.


Below is 5 unconnected molecules or ions with the total composition C4H14O4 in a non-equilibrium geometry, with properties calculated with wB97M-V/def2-TZVPD.

Results
HOMO ... -8.2 eV
Gap between HOMO and LUMO ... 3.50 eV
Relative energy (zero: lowest compared OMol25 entry of this formula, charge and spin) ... 181.5 kcal per mole
LUMO level ... -4.75 eV

```
22
Properties=species:S:1:pos:R:3:forces:R:3:nbo_charge:R:1
C -2.08917 -1.22237 0.25717 -0.264 0.308 0.004 -0.457
C -0.52950 -1.52326 -2.18316 0.729 -0.508 -1.304 0.133
C 0.31457 -0.38611 -2.45647 0.746 1.660 0.586 -0.246
O 0.54743 0.37786 -1.24129 -0.312 -1.070 -0.086 -0.632
C -2.50320 -0.98614 1.49925 0.358 -0.124 -0.118 -0.267
O 1.05288 0.02916 1.67154 0.114 -0.521 -0.557 -1.109
H -1.83996 -2.22153 -0.03391 -0.287 -0.566 -0.280 0.178
H -2.10057 -0.42554 -0.48830 0.260 0.067 0.097 0.202
H -1.44824 -1.58252 -2.74325 -0.596 -0.092 0.443 0.208
H -0.12002 -2.46329 -1.80383 -0.215 0.518 0.599 0.220
H -0.07752 0.35333 -3.14663 -0.458 -0.314 -0.267 0.215
H 1.30796 -0.67687 -2.84098 -0.155 -0.488 0.112 0.252
H 0.30098 -0.19435 -0.48976 0.568 0.429 0.678 0.516
H -2.69826 -1.82130 2.15679 0.245 -0.039 0.186 0.192
H -2.64060 0.00704 1.89141 -0.211 0.216 -0.177 0.233
H 1.43526 -0.34611 2.47120 -0.196 0.006 0.022 0.448
H -0.58630 1.78021 0.05386 -0.414 0.573 -0.211 0.449
H 0.01089 1.17239 1.23496 -0.387 0.016 1.082 0.503
O -0.78694 1.72089 0.99282 0.381 -0.232 -0.629 -0.987
H 3.89005 1.06285 0.86674 -0.040 -0.143 0.063 0.447
H 2.35405 0.92299 1.24656 0.136 0.171 -0.218 0.499
O 3.06200 1.54423 0.90331 -0.003 0.132 -0.024 -0.996
```
Forces are in eV/Å.